A 2-piece molecular cluster, C4H11NS overall, computed with ωB97M-V/def2-TZVPD.

Calculated values
ΔE to the lowest compared entry with this formula, charge and spin in kcal/mol: 41.29
Gap between HOMO and LUMO in eV: 9.36
HOMO in eV: -8.423
LUMO energy in eV: 0.9
Calculated total energy in eV: -16650.003

Geometry as ORCA input:
```
! wB97M-V def2-TZVPD RIJCOSX def2/J DEFGRID3
* xyz 0 1
C 1.5558 0.6839 2.1965
S 2.9872 0.1822 1.0803
C 2.1060 0.6807 -0.4519
H 1.6026 -0.0554 2.9833
H 0.6212 0.7714 1.6550
H 1.7743 1.6903 2.5711
H 2.7165 0.6040 -1.3413
H 1.1190 0.1745 -0.6052
H 1.7782 1.6669 -0.1670
C -2.4611 -1.6627 -0.6023
C -1.5136 0.3183 -1.4683
N -2.1347 -0.2532 -0.5261
H -1.5933 -2.3248 -0.6736
H -3.2242 -1.8212 -1.3719
H -2.8507 -1.8447 0.4108
H -1.2344 1.3482 -1.2722
H -1.2487 -0.1582 -2.4171
*
```